Computed, not measured: C7H24ClINP2Ru as an isolated structure, with ωB97M-V/def2-TZVPD.

The geometry in XYZ format:
```
37
C7H24ClINP2Ru (ωB97M-V/def2-TZVPD)
C -1.224 -0.021 2.220
I -2.700 -0.973 1.374
H -0.386 -0.401 1.608
H -0.912 -0.206 3.279
H -1.229 1.102 2.230
Ru 1.521 -0.581 -1.929
P 0.945 -1.564 0.247
C 0.223 -2.702 1.642
C 0.566 -2.729 -1.069
H 0.984 -3.655 -0.651
H 2.611 -3.042 0.986
H 1.035 -2.419 -2.038
H 3.339 -1.553 0.206
H -0.767 -3.020 1.452
H -0.532 -2.827 -1.149
C 2.603 -1.951 0.880
H 0.811 -3.619 1.740
H 2.602 -1.475 1.866
H 0.189 -2.162 2.619
P 0.244 1.209 -1.297
C -1.370 2.048 -0.864
C 1.249 2.703 -1.491
H 0.487 0.081 -3.460
H -0.155 1.801 -3.492
H -1.269 0.436 -2.984
C -0.236 0.819 -2.990
H 2.282 2.375 -1.686
H 0.812 3.240 -2.337
H -1.497 2.803 -1.612
H -1.306 2.537 0.118
H 1.132 3.273 -0.556
H -2.219 1.359 -0.902
Cl 3.565 -0.463 -2.718
N -2.583 2.451 2.563
H -3.211 1.932 1.941
H -3.024 3.311 2.834
H -2.580 1.879 3.420
```

Multiplicity: 6
HOMO-LUMO gap (alpha / beta), eV: 7.9 / 4.0
Energy above the lowest of the compared OMol25 structures with the same formula, charge and spin, kcal per mole: 0.0
LUMO level (alpha / beta), Eh: -0.2385 / -0.4338
DFT total energy, hartree: -1870.5045
Charge: +2
HOMO energy (alpha / beta), hartree: -0.5298 / -0.5817

Löwdin charges, unit e, in atom order:
1. C -0.696
2. I 1.408
3. H -0.103
4. H 0.080
5. H 0.023
6. Ru 0.473
7. P 0.678
8. C -0.258
9. C -0.302
10. H 0.080
11. H 0.061
12. H 0.007
13. H 0.016
14. H -0.022
15. H 0.068
16. C -0.246
17. H 0.068
18. H 0.069
19. H 0.056
20. P 0.662
21. C -0.234
22. C -0.239
23. H 0.021
24. H 0.080
25. H 0.070
26. C -0.295
27. H 0.043
28. H 0.061
29. H 0.053
30. H 0.035
31. H 0.068
32. H 0.022
33. Cl 0.012
34. N 0.056
35. H 0.010
36. H 0.059
37. H 0.053